Below is 11 unconnected molecules or ions with the total composition C66H198N33O11P11 at a distorted geometry, with properties calculated with wB97M-V/def2-TZVPD.

```
319
Properties=species:S:1:pos:R:3:forces:R:3
O 4.471 -5.674 -6.210 0.053 -0.413 -0.269
P 4.439 -4.245 -6.537 0.826 0.511 -2.762
N 4.074 -3.301 -5.253 -0.603 1.387 0.626
C 5.013 -3.477 -4.148 0.558 -0.103 0.558
C 2.650 -3.098 -4.897 0.023 -0.778 -0.304
N 3.388 -3.886 -7.846 3.252 2.345 0.905
C 2.187 -4.505 -8.086 -2.512 -0.174 -1.370
C 3.716 -2.843 -8.894 1.240 -0.743 0.578
N 5.920 -3.562 -7.072 -1.098 -0.076 1.636
C 6.132 -2.154 -6.929 -0.330 0.939 -0.355
C 6.907 -4.255 -7.834 -0.245 -0.259 -1.704
H 6.007 -3.793 -4.466 -0.173 -0.081 -0.644
H 4.737 -4.260 -3.441 -0.475 0.029 0.098
H 5.244 -2.560 -3.606 -0.594 0.279 0.043
H 2.459 -2.359 -4.119 0.561 -0.151 0.198
H 2.243 -4.074 -4.634 -0.253 -0.018 0.635
H 2.008 -2.785 -5.721 0.565 0.187 -0.476
H 2.202 -4.894 -9.104 0.000 -1.313 0.040
H 1.820 -5.176 -7.310 0.270 -0.146 -0.279
H 1.459 -3.718 -8.285 -0.837 0.211 0.712
H 4.124 -1.914 -8.496 -0.336 -0.045 0.312
H 4.509 -3.216 -9.543 0.214 -0.249 -0.011
H 2.941 -2.580 -9.614 -0.693 -0.330 0.656
H 5.254 -1.711 -6.458 0.374 0.063 0.379
H 7.062 -1.876 -6.433 0.010 -0.251 0.510
H 6.195 -1.628 -7.882 0.053 -0.119 -0.562
H 6.555 -4.314 -8.863 -0.431 -0.866 -0.406
H 7.158 -5.250 -7.466 0.093 0.217 0.050
H 7.766 -3.637 -8.095 0.431 0.077 1.208
O 0.745 2.833 -8.062 -1.114 1.535 -0.949
P 1.498 2.172 -7.020 1.485 0.076 2.778
N 1.539 2.935 -5.439 -2.184 -0.484 -2.964
C 1.413 4.396 -5.367 1.357 -1.149 -0.182
C 2.044 2.219 -4.341 1.648 -0.690 0.517
N 3.128 2.121 -7.515 -1.556 -1.491 -0.484
C 4.161 1.390 -6.861 1.272 -0.442 0.714
C 3.523 3.223 -8.348 0.431 1.090 -0.746
N 0.857 0.665 -6.644 0.578 -1.521 -0.700
C 1.065 -0.422 -7.691 0.504 0.239 0.797
C -0.516 0.730 -6.104 0.276 1.525 0.763
H 2.423 4.690 -5.652 -0.177 1.340 -0.159
H 1.270 4.705 -4.332 -0.305 -0.032 -0.039
H 0.633 4.760 -6.036 0.213 0.052 0.078
H 3.121 2.055 -4.344 0.793 0.354 -0.391
H 1.737 1.175 -4.402 -0.863 0.152 0.891
H 1.963 2.808 -3.427 -0.971 -0.528 0.313
H 5.002 1.135 -7.505 0.005 0.456 -0.599
H 4.599 1.938 -6.027 0.105 0.122 0.236
H 3.933 0.391 -6.488 -0.959 0.112 0.157
H 2.822 3.441 -9.154 -0.342 -0.139 0.392
H 3.680 4.137 -7.777 -0.186 0.288 0.192
H 4.467 3.112 -8.881 0.246 -0.828 0.261
H 0.967 -0.134 -8.737 -0.374 0.488 0.070
H 2.063 -0.854 -7.613 0.302 0.356 0.227
H 0.444 -1.302 -7.524 -0.522 0.393 0.292
H -0.812 -0.114 -5.481 -0.113 -0.696 -1.067
H -1.195 1.214 -6.807 -0.520 -1.136 -0.529
H -0.625 1.481 -5.322 0.963 0.438 0.230
O 3.782 7.849 -2.061 0.214 -0.304 -0.188
P 4.081 8.843 -1.024 -0.494 -1.095 1.969
N 3.588 10.339 -1.506 -0.619 0.008 1.668
C 3.544 11.497 -0.619 1.202 -0.434 0.248
C 3.648 10.673 -2.898 0.209 -0.009 -0.067
N 5.689 8.821 -0.564 1.730 -0.045 1.024
C 6.578 7.610 -0.778 -1.058 -0.148 -1.544
C 6.354 9.803 0.375 -0.967 -0.829 -0.908
N 3.234 8.462 0.437 -0.408 -3.417 -3.531
C 2.321 7.242 0.376 0.893 0.732 -0.336
C 3.295 9.079 1.649 -0.051 2.662 2.562
H 3.062 12.342 -1.112 -0.247 -0.207 0.281
H 4.592 11.743 -0.447 0.070 0.868 0.107
H 3.155 11.283 0.376 -0.503 0.010 -0.322
H 2.694 10.419 -3.359 0.233 -0.040 -0.450
H 4.498 10.139 -3.322 -0.235 0.213 -0.650
H 3.797 11.753 -2.921 0.180 -0.081 -0.606
H 6.550 7.425 -1.852 0.398 0.147 -0.158
H 7.620 7.651 -0.461 -0.118 1.137 0.080
H 6.304 6.618 -0.420 -0.990 0.422 0.772
H 6.723 9.244 1.235 0.499 0.089 -0.159
H 7.105 10.309 -0.231 0.361 0.076 0.589
H 5.682 10.539 0.817 -0.082 -0.011 -0.464
H 1.453 7.413 -0.260 -0.196 0.154 0.284
H 2.808 6.359 -0.039 0.401 0.228 -0.222
H 2.059 6.933 1.388 -0.240 0.472 0.055
H 3.330 8.524 2.587 0.174 -1.012 -0.285
H 2.415 9.707 1.789 -0.367 0.477 0.324
H 4.143 9.757 1.745 0.046 -0.007 -0.145
O 7.990 -1.598 5.301 -0.044 -1.090 -1.693
P 7.327 -1.026 6.456 -2.400 -1.101 0.048
N 7.403 -2.127 7.718 0.277 0.472 1.905
C 7.392 -3.582 7.502 -0.070 0.441 -1.448
C 7.035 -1.740 9.112 -0.924 0.225 -1.149
N 5.636 -0.628 6.190 1.275 -0.176 0.947
C 4.855 0.232 7.090 1.056 -0.305 -0.556
C 4.874 -1.246 5.154 -0.337 -0.977 -1.083
N 8.008 0.375 6.895 1.913 1.291 3.365
C 9.298 0.407 7.669 -0.554 -1.799 -0.178
C 7.891 1.503 6.046 -1.538 0.680 -1.501
H 6.772 -4.165 8.184 0.516 0.447 0.925
H 8.420 -3.930 7.397 -0.211 -0.487 0.190
H 6.831 -3.841 6.605 0.473 0.315 -0.651
H 7.721 -1.241 9.795 0.945 -0.315 -0.442
H 6.691 -2.668 9.570 -0.281 0.460 0.337
H 6.250 -0.992 9.000 -0.543 -0.347 0.539
H 4.025 -0.237 7.619 0.353 -0.531 0.232
H 5.618 0.591 7.781 -0.669 0.683 0.250
H 4.383 1.006 6.484 0.219 0.555 0.109
H 5.204 -0.958 4.156 -0.106 0.256 -0.130
H 4.845 -2.335 5.128 0.717 -0.423 0.333
H 3.800 -1.089 5.260 -0.015 0.851 0.106
H 9.333 -0.384 8.418 -0.541 0.041 0.223
H 10.113 0.063 7.032 0.242 0.736 -0.392
H 9.510 1.335 8.201 -0.311 0.195 -0.516
H 6.983 1.321 5.471 0.052 0.252 -0.473
H 8.700 1.651 5.332 0.270 -0.301 0.050
H 7.694 2.462 6.524 0.263 -0.077 0.651
O -5.665 -0.823 -10.360 -2.387 1.216 -1.074
P -4.588 -1.742 -10.136 4.132 -1.223 -0.239
N -3.082 -1.157 -10.784 -0.988 -0.898 -0.715
C -1.896 -0.787 -9.963 -2.143 0.422 -1.687
C -2.923 -0.910 -12.300 0.074 -0.961 2.369
N -4.665 -3.302 -10.827 -1.404 0.218 0.278
C -5.644 -3.467 -11.924 0.538 1.287 -0.429
C -3.481 -4.136 -10.995 0.276 0.853 0.249
N -4.379 -1.927 -8.500 1.038 -0.726 -2.047
C -4.047 -3.146 -7.800 -0.730 -0.318 -0.116
C -4.610 -0.857 -7.589 -0.257 -0.800 1.970
H -2.118 -1.147 -8.959 0.791 -0.136 -0.052
H -1.870 0.302 -9.980 0.532 0.188 0.429
H -1.053 -1.164 -10.543 0.508 -0.240 0.842
H -3.470 -1.578 -12.966 -1.078 0.162 0.515
H -1.938 -1.305 -12.549 0.599 0.950 0.067
H -3.131 0.143 -12.490 0.366 -0.161 -0.444
H -6.070 -2.495 -12.174 -0.537 0.062 0.614
H -5.093 -3.605 -12.855 0.185 -0.800 -0.113
H -6.449 -4.195 -11.832 0.303 -0.174 0.386
H -3.219 -4.015 -12.046 0.564 -0.606 -0.038
H -2.654 -3.794 -10.373 0.016 0.465 -0.144
H -3.568 -5.175 -10.679 -0.668 -0.176 -0.394
H -4.036 -4.048 -8.411 0.331 0.321 -0.256
H -3.128 -3.003 -7.231 0.142 -0.348 0.052
H -4.890 -3.308 -7.127 0.157 -0.281 0.538
H -5.672 -0.812 -7.347 -0.202 0.947 -0.414
H -4.060 0.081 -7.662 -0.362 0.029 -0.692
H -4.238 -1.333 -6.682 0.252 0.744 0.593
O -3.790 -4.341 0.555 0.280 -1.214 -1.481
P -3.614 -5.667 -0.133 0.034 0.234 -1.741
N -4.892 -6.078 -1.247 -0.461 -1.789 0.885
C -5.157 -7.509 -1.655 1.257 0.422 1.302
C -5.852 -5.167 -1.908 1.047 0.246 1.282
N -3.430 -6.925 1.003 0.765 -0.075 -1.845
C -2.037 -7.360 1.397 -1.529 0.514 -0.547
C -4.583 -7.464 1.790 2.111 0.910 -0.397
N -2.304 -5.726 -1.331 0.397 -0.202 -0.168
C -2.021 -6.920 -2.193 -0.917 0.658 1.010
C -1.403 -4.589 -1.622 -1.401 1.485 1.477
H -4.415 -8.190 -1.236 0.471 0.349 0.177
H -5.049 -7.672 -2.728 -0.595 0.285 -0.126
H -6.035 -7.966 -1.199 -0.770 0.589 -0.485
H -5.928 -4.238 -1.343 -0.096 -0.058 0.264
H -6.820 -5.667 -1.902 -0.050 0.213 -0.379
H -5.504 -4.844 -2.890 -0.183 -0.435 -0.359
H -1.309 -7.022 0.660 -0.171 0.341 0.080
H -1.831 -6.916 2.371 0.305 -0.292 0.081
H -1.949 -8.446 1.385 -0.227 -0.080 0.366
H -5.450 -6.852 1.543 -0.173 -0.482 0.145
H -4.651 -8.539 1.630 -0.522 0.045 -0.224
H -4.272 -7.316 2.825 -0.542 0.050 0.286
H -1.734 -6.717 -3.225 0.341 0.820 0.168
H -1.218 -7.468 -1.701 -0.170 -0.642 -0.312
H -2.950 -7.466 -2.361 0.449 -0.398 0.555
H -0.728 -4.574 -2.478 0.074 -1.252 0.195
H -0.916 -4.252 -0.707 0.658 -0.259 -0.085
H -2.006 -3.710 -1.847 -0.409 0.196 -0.086
O 3.185 -0.714 10.283 -2.298 -1.775 -0.396
P 2.123 -1.815 10.301 1.415 -0.025 -0.998
N 1.115 -2.016 8.850 2.750 0.893 2.856
C 0.110 -3.034 8.787 -1.154 0.869 -1.250
C 1.238 -1.085 7.713 -0.056 -0.284 1.278
N 1.118 -1.617 11.640 -2.052 -1.132 0.089
C 1.546 -1.032 12.922 0.630 -0.102 -0.313
C -0.170 -2.447 11.814 0.926 0.232 -0.430
N 2.848 -3.410 10.359 -1.563 1.034 0.074
C 3.496 -3.935 9.137 0.041 0.570 0.015
C 3.557 -3.874 11.594 0.004 0.619 -0.917
H -0.072 -3.079 7.713 -0.228 -0.845 -0.134
H -0.825 -2.637 9.182 -0.316 -0.218 0.211
H 0.269 -4.025 9.212 0.673 0.230 -0.036
H 0.311 -0.538 7.539 -0.255 -0.146 -0.146
H 1.532 -1.652 6.830 0.073 0.184 -0.203
H 1.971 -0.326 7.987 0.155 -0.193 -0.200
H 2.230 -0.197 12.771 0.259 -0.342 -0.194
H 0.756 -0.617 13.549 -0.579 -0.154 -0.554
H 1.995 -1.828 13.516 0.351 0.177 0.281
H -0.360 -2.712 12.854 0.418 0.313 0.147
H -1.068 -1.949 11.449 0.208 0.483 0.001
H -0.167 -3.404 11.291 0.529 0.094 -0.062
H 3.273 -3.646 8.109 -1.702 0.940 0.285
H 4.489 -3.488 9.089 0.921 -1.232 0.564
H 3.283 -5.001 9.066 1.120 -0.260 0.440
H 3.302 -3.317 12.495 -0.275 0.241 -0.304
H 4.625 -3.735 11.426 0.205 -0.023 0.164
H 3.393 -4.925 11.829 -0.239 -0.111 -0.353
O -10.110 -3.054 4.277 0.697 0.911 -1.311
P -9.355 -2.414 3.154 1.436 1.182 -0.675
N -9.350 -0.685 3.062 -0.525 -0.430 2.190
C -9.039 0.213 4.283 0.396 -0.529 -1.998
C -9.248 0.071 1.793 -0.402 -0.772 1.190
N -9.913 -2.717 1.583 0.791 -1.344 -0.764
C -11.383 -2.815 1.252 1.727 0.922 0.266
C -8.930 -2.918 0.407 -2.094 0.212 1.445
N -7.629 -2.812 3.134 -1.946 4.019 -1.495
C -6.617 -1.757 3.436 -2.216 0.419 0.791
C -7.201 -4.088 3.308 0.935 -3.100 0.320
H -9.038 -0.233 5.278 -0.183 -0.575 -0.424
H -9.706 1.075 4.294 -0.319 -0.146 -0.084
H -8.042 0.593 4.062 0.214 0.224 0.491
H -9.990 -0.251 1.062 0.162 -0.241 0.020
H -8.238 -0.030 1.396 0.035 0.418 -0.315
H -9.512 1.097 2.049 0.351 0.123 -0.203
H -11.634 -1.863 0.784 -0.480 0.274 0.217
H -11.623 -3.540 0.475 0.309 -0.545 0.411
H -11.931 -2.965 2.182 -0.094 -0.073 -0.255
H -8.159 -2.149 0.406 0.090 -0.353 0.078
H -8.568 -3.946 0.411 0.425 0.191 0.063
H -9.550 -2.808 -0.483 0.120 0.144 -0.130
H -6.840 -0.892 2.811 0.507 0.003 -0.001
H -6.872 -1.465 4.454 0.681 0.508 0.233
H -5.559 -2.021 3.425 -0.316 -0.551 -0.487
H -7.770 -4.762 2.669 -0.213 -0.457 0.337
H -7.216 -4.385 4.357 -0.226 -0.605 0.264
H -6.166 -4.212 2.992 0.189 0.114 -0.210
O 6.067 1.499 2.067 -0.837 -0.321 0.131
P 5.011 1.699 1.057 -0.287 1.673 -2.971
N 4.597 0.443 -0.050 0.904 0.242 -1.170
C 3.529 -0.512 0.326 0.886 1.051 1.563
C 5.684 -0.152 -0.893 0.196 0.039 0.337
N 5.514 2.954 -0.017 0.259 0.309 0.359
C 4.682 3.457 -1.197 0.006 -0.521 2.204
C 6.489 4.016 0.508 -1.592 -0.674 -1.408
N 3.507 2.208 1.635 0.904 -0.443 1.369
C 2.417 2.764 0.893 -0.534 0.881 -0.543
C 3.223 1.939 3.038 -0.522 -0.518 0.329
H 3.227 -1.283 -0.383 0.418 0.403 -0.310
H 2.671 0.080 0.644 -0.096 -0.242 -0.315
H 3.957 -0.939 1.233 -0.628 -1.019 0.154
H 5.444 -0.373 -1.933 -0.829 0.640 -0.178
H 6.037 -1.138 -0.591 -0.181 -0.120 0.912
H 6.585 0.460 -0.921 -0.261 0.327 0.209
H 5.101 4.371 -1.619 0.663 -0.609 -0.502
H 4.449 2.605 -1.834 0.425 0.347 -0.462
H 3.720 3.836 -0.850 -0.090 -0.053 0.138
H 5.954 4.966 0.536 -0.185 0.038 0.418
H 6.942 3.830 1.482 -0.111 -0.475 -0.342
H 7.197 4.144 -0.311 0.557 -0.072 0.347
H 1.424 2.649 1.329 0.249 -1.217 0.173
H 2.366 3.852 0.929 0.885 0.558 -0.523
H 2.418 2.408 -0.137 -0.221 0.073 0.057
H 2.240 2.345 3.278 -0.170 -0.231 -0.121
H 3.857 2.355 3.820 0.639 0.169 -0.511
H 3.214 0.855 3.157 -0.204 -0.107 0.553
O -5.438 1.241 4.101 0.670 1.956 -1.199
P -5.402 2.743 3.946 -2.022 0.063 0.674
N -3.909 3.438 4.213 1.328 1.697 1.069
C -2.676 2.659 4.407 -0.345 -1.376 -0.215
C -3.662 4.968 4.236 -1.800 -1.220 -1.812
N -6.331 3.462 5.237 -1.555 0.015 -3.221
C -7.754 4.023 5.174 2.671 -0.324 0.129
C -5.877 3.257 6.551 1.294 0.117 1.481
N -6.036 3.368 2.420 0.442 0.446 0.195
C -6.318 4.814 2.147 0.139 -1.128 1.816
C -6.605 2.518 1.355 -0.830 -0.550 1.681
H -1.749 3.207 4.235 -0.340 0.257 -0.448
H -2.719 1.759 3.793 0.203 0.248 -0.664
H -2.523 2.156 5.362 -0.521 0.616 0.798
H -2.704 5.310 4.628 -0.219 -0.542 0.048
H -4.494 5.597 4.553 -0.144 -0.595 1.518
H -3.825 5.265 3.201 1.238 0.054 -0.561
H -7.672 4.971 5.705 -0.348 0.273 -0.126
H -8.001 4.199 4.127 -0.388 -0.238 0.265
H -8.438 3.399 5.750 -0.153 -0.236 -0.447
H -5.365 4.152 6.904 -0.136 0.381 0.482
H -6.661 2.986 7.259 -0.290 0.122 -0.128
H -5.119 2.487 6.691 -0.053 -0.328 -0.558
H -5.602 5.309 1.491 0.141 -0.149 0.047
H -7.325 4.970 1.762 -0.081 -0.282 -0.185
H -6.340 5.231 3.154 0.262 0.817 -0.248
H -7.621 2.271 1.663 -0.179 -0.429 0.112
H -6.052 1.580 1.291 0.036 0.159 -0.506
H -6.830 3.040 0.425 1.122 0.145 -0.120
O -0.235 0.212 -1.450 -1.050 0.685 0.393
P -1.365 0.388 -0.494 -0.265 -0.987 2.970
N -2.829 -0.324 -1.022 0.284 -0.675 4.338
C -2.944 -0.627 -2.403 0.002 0.860 0.186
C -4.121 -0.543 -0.179 0.913 -0.530 -1.784
N -1.883 1.916 -0.113 3.799 2.005 -0.787
C -1.147 3.146 -0.436 0.753 -0.720 -1.184
C -2.969 2.228 0.698 -2.458 -1.360 0.248
N -0.968 -0.171 1.180 -1.052 -0.274 -1.222
C 0.090 0.445 2.035 -1.315 0.469 -3.298
C -1.344 -1.549 1.526 -0.272 0.561 -1.313
H -3.178 -1.685 -2.528 -0.100 0.077 -0.584
H -1.992 -0.301 -2.822 -0.091 -0.550 -0.599
H -3.703 0.088 -2.721 -0.434 -0.533 -1.052
H -4.608 -1.487 -0.424 0.556 -0.505 -0.660
H -4.868 0.167 -0.533 0.104 0.552 0.584
H -4.053 -0.704 0.897 0.579 1.033 -0.055
H -1.139 3.903 0.349 -0.260 -0.268 0.293
H -0.102 2.928 -0.659 0.042 -0.114 -0.132
H -1.567 3.592 -1.338 -0.045 0.333 -0.059
H -2.873 3.193 1.196 -0.118 -0.215 0.022
H -3.823 2.169 0.024 -0.828 0.835 0.355
H -3.169 1.414 1.395 0.129 0.219 0.571
H -0.168 0.399 3.093 0.448 -0.206 -0.132
H 1.036 0.101 1.618 0.392 -0.535 1.278
H 0.104 1.461 1.641 -0.212 0.409 0.821
H -1.220 -2.190 0.654 0.297 -0.364 0.036
H -2.426 -1.536 1.659 0.120 -0.594 0.895
H -0.742 -1.943 2.345 -0.348 0.086 0.106
```
Positions in Å, forces in eV/Å.

Summary:
LUMO energy, eV: 0.170
Frontier orbital gap, eV: 7.9
HOMO energy, eV: -7.78
ΔE to the lowest compared entry with this formula, charge and spin, kJ/mol: 1307.57